{"formula": "C44H50N6O2PPb", "method": "the ωB97M-V functional and the def2-TZVPD basis", "elements": ["Pb", "C", "C", "N", "C", "C", "C", "C", "C", "C", "C", "N", "C", "C", "N", "N", "H", "H", "H", "H", "H", "H", "H", "H", "H", "H", "H", "H", "H", "H", "H", "H", "H", "H", "C", "C", "O", "C", "C", "C", "N", "N", "C", "O", "C", "C", "C", "C", "C", "C", "H", "H", "H", "H", "H", "H", "H", "H", "H", "H", "H", "H", "C", "C", "C", "C", "C", "C", "C", "P", "C", "C", "C", "C", "C", "C", "C", "C", "C", "C", "C", "C", "C", "C", "H", "H", "H", "H", "H", "H", "H", "H", "H", "H", "H", "H", "H", "H", "H", "H", "H", "H", "H", "H"], "positions_angstrom": [[-0.83025, -0.57750, 0.11082], [-2.32386, -2.73483, 3.26118], [-1.09281, -3.49657, 2.70975], [-1.05480, -3.47640, 1.29138], [-2.06493, -4.31772, 0.60133], [-2.95728, -3.48336, -0.31266], [-3.47868, -4.04447, -1.49574], [-4.26195, -3.19097, -2.24203], [-4.58470, -1.91908, -1.87220], [-4.05498, -1.47296, -0.68655], [-4.44373, -0.12403, -0.09780], [-3.37363, 0.50818, 0.66964], [-3.69032, 0.69014, 2.09924], [-3.60278, -0.64528, 2.90198], [-2.33757, -1.35417, 2.74160], [-3.29052, -2.25023, 0.08675], [-2.34149, -2.81831, 4.33788], [-3.25697, -3.27125, 2.90600], [-1.11187, -4.50530, 3.13448], [-0.20234, -3.02058, 3.06296], [-0.16703, -3.45078, 0.86057], [-2.65260, -4.85627, 1.35629], [-1.61424, -5.09959, -0.02050], [-3.16636, -5.00431, -1.84464], [-4.60372, -3.55840, -3.20699], [-5.16965, -1.24405, -2.49374], [-5.29935, -0.31797, 0.54434], [-4.77600, 0.58835, -0.88519], [-3.13340, 1.41466, 0.25729], [-4.66662, 1.17974, 2.26472], [-2.94072, 1.35917, 2.50088], [-4.40614, -1.27821, 2.54578], [-3.84496, -0.43787, 3.96839], [-1.64235, -0.83755, 3.27493], [1.90744, -3.46829, -2.32099], [1.83379, -2.79593, -0.95759], [0.65001, -2.46130, -0.65512], [3.02701, -2.57657, -0.22105], [3.14466, -1.93911, 1.03603], [4.42543, -2.02587, 1.90724], [2.16520, -1.18173, 1.48877], [2.34883, -0.82526, 2.85098], [1.66552, 0.21594, 2.95530], [-0.51563, 1.71425, 0.60540], [1.51220, 0.91652, 4.26386], [1.92477, 0.38075, 5.50157], [1.54109, 0.99134, 6.66349], [0.84665, 2.18626, 6.66609], [0.51045, 2.80346, 5.43048], [0.79686, 2.09234, 4.26590], [1.30780, -2.84672, -2.96560], [1.41572, -4.42869, -2.30788], [2.88930, -3.63780, -2.74976], [3.89971, -3.12501, -0.56775], [5.21068, -2.54127, 1.34851], [4.20114, -2.51803, 2.85203], [4.77623, -1.04806, 2.20799], [2.51495, -0.53373, 5.56167], [1.86216, 0.60662, 7.62855], [0.57228, 2.67443, 7.59389], [-0.02574, 3.75123, 5.36755], [0.53617, 2.44258, 3.25244], [2.79204, 2.15711, 0.31686], [3.36484, 2.42600, -1.04449], [4.56263, 3.13175, -1.15396], [5.01870, 3.59577, -2.39785], [4.27659, 3.29406, -3.52092], [3.06577, 2.55942, -3.41374], [2.60100, 2.12274, -2.19393], [0.99962, 1.22623, -1.86798], [-0.09597, 2.65449, -1.54153], [-0.56532, 2.73939, -0.19339], [-1.11921, 3.95662, 0.27966], [-1.27040, 5.02495, -0.57696], [-0.92342, 4.88632, -1.91779], [-0.28012, 3.75494, -2.37872], [0.07307, 3.70620, -3.82135], [0.66820, 0.18401, -3.29951], [1.70386, -0.34022, -4.07706], [1.43332, -1.31966, -5.03002], [0.14394, -1.78207, -5.14177], [-0.85053, -1.39551, -4.26212], [-0.65232, -0.36968, -3.31244], [-1.60494, 0.06750, -2.26417], [3.61264, 2.32212, 1.03946], [2.32961, 1.14946, 0.36503], [1.99973, 2.84122, 0.48760], [5.18730, 3.36334, -0.28753], [5.90170, 4.21251, -2.44031], [4.58248, 3.63098, -4.52449], [2.51245, 2.40007, -4.32530], [1.05598, 0.75374, 2.07328], [-1.50813, 3.94859, 1.27612], [-1.71155, 5.91877, -0.18545], [-1.03616, 5.77163, -2.57732], [-0.76195, 4.00839, -4.44042], [0.31689, 2.72569, -4.19692], [0.91345, 4.36892, -4.07869], [2.73418, -0.07368, -3.95640], [2.22974, -1.77238, -5.62857], [-0.08565, -2.61244, -5.87195], [-1.80478, -1.89382, -4.19003], [-2.65336, -0.23272, -2.49694], [-1.66198, 1.11468, -2.26007]], "forces_ev_per_a": [[0.26, 0.00, -0.17], [-0.64, -0.39, -1.57], [-0.89, 0.34, 0.35], [-2.12, -1.15, -0.50], [1.01, 1.00, 0.18], [-0.69, -0.53, 0.01], [0.60, 1.67, 1.13], [-0.38, -1.39, -1.71], [-0.10, 0.73, 0.05], [-0.16, 0.00, 1.00], [0.39, 0.43, -0.61], [-0.40, 0.43, 0.32], [0.80, -0.71, 0.08], [-0.34, 0.45, -0.07], [-0.12, 0.12, 0.97], [0.13, -0.19, -0.35], [0.03, 0.14, 0.67], [0.85, 0.69, 0.19], [0.00, -0.29, 0.18], [0.70, 0.39, 0.33], [0.98, 0.04, -0.52], [-0.15, 0.22, -0.11], [0.19, 0.08, 0.05], [-0.01, -0.46, -0.12], [-0.12, 0.06, 0.03], [0.07, -0.27, 0.02], [-0.30, 0.06, 0.17], [0.08, -0.67, 0.23], [-0.01, -0.45, 0.27], [0.05, -0.31, -0.03], [0.31, 0.30, 0.04], [-0.15, -0.44, -0.17], [0.05, 0.10, -0.35], [0.17, 0.04, -0.17], [0.18, -0.07, 0.27], [0.63, 0.25, -0.09], [0.43, -0.09, 0.12], [-0.25, -0.73, -0.49], [-0.31, 0.95, 1.10], [-0.55, -0.59, -0.98], [0.99, -1.89, -0.03], [-0.29, -0.18, -2.11], [-2.00, 3.47, 0.90], [-0.09, 0.29, 0.37], [0.11, -1.19, 0.36], [0.11, -0.49, -0.86], [0.36, 0.41, 0.99], [-0.63, 1.36, -1.28], [0.01, -1.06, 0.72], [-0.08, 1.02, -0.81], [-0.03, 0.20, -0.38], [-0.33, -0.45, 0.26], [0.31, 0.26, 0.10], [-0.05, 0.26, -0.15], [-0.03, -0.07, 0.21], [0.01, -0.32, -0.11], [0.01, 0.37, -0.23], [-0.19, 0.17, -0.29], [-0.09, -0.22, -0.16], [0.08, -0.06, 0.02], [0.17, -0.26, 0.18], [-0.19, 0.19, 0.67], [1.27, -1.05, -0.20], [-0.09, 0.36, 0.14], [0.26, 0.19, -0.57], [-0.59, -0.47, 0.48], [-0.75, -0.24, -0.72], [1.24, 0.69, -0.45], [-0.23, -0.19, 0.49], [0.72, -0.10, 0.59], [0.37, 0.53, 0.12], [-0.08, -0.43, 0.12], [0.10, -0.43, -0.83], [-0.06, -0.80, 0.00], [0.17, 1.74, -0.04], [-0.44, -0.43, -0.13], [0.49, 0.30, -0.87], [-0.29, 0.26, 0.04], [-0.60, -0.33, -0.49], [0.41, 0.24, -0.08], [-0.84, -1.86, -0.87], [-0.32, 0.82, 0.89], [0.94, -0.19, -0.18], [-0.70, -1.75, -0.84], [-0.65, -0.32, 0.06], [0.60, 0.45, 0.22], [-0.77, 0.82, 0.39], [-0.47, -0.14, 0.00], [0.23, -0.03, -0.14], [-0.09, -0.11, 0.59], [-0.11, -0.23, -0.05], [1.45, -1.43, 1.78], [0.01, 0.17, 0.56], [-0.19, 0.53, -0.07], [0.01, -0.75, 0.29], [-0.36, 0.35, -0.03], [0.21, -0.49, 0.20], [-0.16, -0.11, 0.18], [0.28, 0.50, 0.27], [-0.24, 0.32, 0.18], [0.27, 0.99, 0.81], [-0.22, -0.20, -0.46], [0.73, -0.30, 0.16], [0.13, 1.61, 0.31]], "lowdin_charge": [1.4286, -0.2087, -0.2358, -0.0835, -0.1255, -0.2304, -0.0111, -0.0870, -0.0589, -0.3000, -0.1568, -0.1126, -0.1940, -0.2284, -0.1055, 0.1325, 0.0969, 0.1175, 0.1044, 0.1059, 0.0522, 0.1152, 0.1139, 0.1007, 0.1071, 0.1185, 0.1147, 0.1322, 0.1046, 0.1117, 0.1026, 0.0917, 0.1151, 0.1063, -0.0283, -0.4670, -0.2656, -0.0485, -0.3416, -0.0531, -0.0042, 0.0407, -0.1694, -0.3770, -0.2020, -0.0452, -0.1275, -0.1059, -0.0718, -0.0627, 0.0421, 0.0687, 0.0700, 0.0768, 0.0605, 0.0609, 0.0569, 0.1077, 0.0973, 0.0880, 0.0957, 0.1093, -0.0716, -0.2603, -0.0561, -0.1067, -0.0974, -0.1126, -0.2733, 1.1223, -0.2627, -0.4745, -0.0429, -0.1075, -0.0968, -0.2881, -0.0634, -0.3390, -0.1127, -0.1456, -0.1426, -0.0678, -0.3198, -0.2254, 0.0892, 0.0372, 0.0636, 0.1036, 0.0883, 0.0976, 0.0885, 0.1087, 0.0916, 0.0856, 0.1084, 0.0767, 0.0515, 0.0878, 0.0933, 0.0990, 0.1102, 0.0926, 0.0349, -0.0030], "e_tot_ev": -74011.171, "orbital_gap_ev": 6.4, "homo_energy_ev": -3.88, "total_charge": -1}